Entry 1:
{
  "formula": "C14H26CuF3NO9",
  "method": "ωB97M-V with the def2-TZVPD basis set",
  "symbols": ["Cu", "C", "C", "O", "O", "H", "H", "H", "C", "C", "O", "O", "H", "H", "H", "C", "C", "O", "O", "H", "H", "H", "C", "O", "O", "C", "F", "F", "F", "C", "C", "H", "H", "H", "H", "H", "H", "C", "C", "C", "O", "C", "N", "H", "H", "H", "H", "H", "H", "H", "H", "H", "H", "H"],
  "positions_angstrom": [[-0.944955, -0.407017, 1.133405], [3.597155, -4.614287, 1.411745], [2.720185, -3.828817, 2.370265], [1.743875, -3.182167, 1.900635], [2.918995, -3.949037, 3.571055], [3.171095, -5.617027, 1.379025], [4.598455, -4.684567, 1.836665], [3.714125, -4.166987, 0.424665], [1.410865, 3.086743, 5.069295], [0.836075, 1.690643, 5.242865], [0.534545, 0.990593, 4.191795], [0.762215, 1.162323, 6.331465], [0.743415, 3.948133, 5.094135], [1.989155, 3.094873, 4.145385], [2.172075, 2.961763, 5.839385], [-5.333875, -1.311647, 4.824475], [-4.067045, -1.501697, 4.086855], [-3.146915, -2.191967, 4.548975], [-3.896565, -1.036377, 2.945025], [-5.116965, -0.948667, 5.829115], [-5.621205, -2.348487, 4.999135], [-6.120915, -0.854967, 4.224375], [-0.002915, -2.218117, -3.127415], [0.693095, -1.044997, -3.660565], [-0.940725, -1.732747, -2.211415], [-0.357255, -3.166737, -4.236895], [-1.116855, -4.219787, -3.788365], [-0.884755, -2.455607, -5.267925], [0.702925, -3.723237, -4.816115], [2.012755, -1.211997, -4.236065], [2.191955, -0.012597, -5.222885], [2.824615, -0.378957, -6.031355], [1.245145, 0.215733, -5.712275], [2.531135, 0.878963, -4.695465], [2.260795, -2.225267, -4.552065], [2.868655, -1.058667, -3.578785], [0.761465, -2.847567, -2.671765], [1.248295, 3.825563, -1.159305], [0.115105, 3.141693, -0.468745], [-1.211635, 3.293473, -1.156775], [-2.116175, 2.443183, -0.542925], [-3.289765, 2.110613, -1.310865], [0.645525, 1.832813, -0.387225], [2.087555, 3.556333, -0.517985], [1.136565, 4.890913, -0.957695], [1.326435, 3.464703, -2.184855], [-0.076145, 3.472903, 0.551945], [-1.056695, 2.971423, -2.186525], [-1.495895, 4.334193, -1.312275], [-3.602725, 1.088723, -1.096625], [-3.311375, 2.282883, -2.386955], [-4.103305, 2.734283, -0.940345], [0.621375, 1.527123, -1.349535], [1.629045, 1.939413, -0.183695]],
  "forces_ev_per_angstrom": [[-0.01, -0.20, -0.24], [0.64, 0.10, 0.00], [-1.29, 0.39, -0.64], [0.16, 0.31, -0.69], [0.90, -0.30, 1.58], [0.06, -0.04, -0.34], [0.04, -0.15, 0.16], [-0.45, -0.12, -0.09], [0.91, -1.18, -0.52], [-0.54, -0.41, -0.87], [0.07, 0.62, 0.07], [-0.14, -0.06, 0.66], [0.03, -0.34, 0.44], [-0.23, 0.18, -0.29], [-0.08, 1.20, 0.40], [-0.69, -1.11, 0.53], [3.14, -0.66, -1.53], [-0.20, -0.88, 2.38], [-1.37, 2.03, -2.11], [-0.33, 0.57, -0.16], [-0.43, -0.15, 0.13], [0.16, 0.48, 0.39], [-0.65, 1.91, 4.20], [1.41, -0.59, -0.82], [1.48, -1.63, -2.65], [-1.43, 0.98, -0.34], [0.13, 1.20, -0.97], [-1.46, -0.78, -0.15], [1.13, -1.04, -0.09], [-0.46, 1.41, 0.24], [-0.69, -1.69, -0.35], [0.61, 0.59, 0.02], [-0.16, -0.01, 0.19], [0.26, -0.14, -0.21], [-0.68, 0.19, -0.95], [-0.28, 0.16, 1.28], [0.73, -0.09, 0.92], [-0.24, 2.16, 1.36], [-0.14, 1.10, 0.90], [0.81, -1.14, -1.49], [-1.11, -0.38, -0.48], [-0.78, 0.43, 1.07], [-1.20, -2.95, 0.25], [0.54, 0.25, -0.69], [0.21, 0.54, -1.12], [0.25, 0.46, 0.03], [0.43, 0.49, 0.23], [0.02, -0.39, -0.52], [-0.33, 0.41, 0.80], [0.47, -0.06, -0.07], [1.00, -0.10, -0.10], [-0.18, 0.19, 0.16], [0.04, -1.14, -0.23], [-0.08, -0.58, 0.30]],
  "nbo_charge": [0.9351, -0.7274, 0.7401, -0.6756, -0.7151, 0.2120, 0.1953, 0.2012, -0.7419, 0.7262, -0.3318, -0.5729, 0.2339, 0.2202, 0.2423, -0.7320, 0.7237, -0.7669, -0.8272, 0.2126, 0.2129, 0.1997, 0.2947, -0.5665, -0.9007, 0.9228, -0.3332, -0.3503, -0.3495, -0.0774, -0.6295, 0.1923, 0.2139, 0.1933, 0.1816, 0.1404, 0.0854, -0.6135, -0.0822, -0.0495, -0.5326, -0.2558, -0.8204, 0.1956, 0.1968, 0.2152, 0.1825, 0.1531, 0.1580, 0.2168, 0.1752, 0.1603, 0.3668, 0.3523],
  "relative_energy_kcal_mol": 205.5,
  "lumo_energy_ev": [3.8, 1.0],
  "charge": -2,
  "gap_ev": [5.670, 2.681],
  "total_energy_ev": -87642.11792,
  "multiplicity": 2
}



Entry 2:
{
  "formula": "C4H5FS",
  "method": "ωB97M-V with the def2-TZVPD basis set",
  "symbols": ["C", "C", "F", "C", "C", "S", "H", "H", "H", "H", "H"],
  "positions_angstrom": [[0.271049, -0.390602, 1.417597], [-0.697516, -0.327166, 0.371583], [-1.908884, -0.653257, 0.780461], [-0.549081, 0.034670, -0.908334], [0.558633, 0.750654, -1.478374], [0.791464, 0.847262, -3.122457], [1.321287, -0.246828, 1.138899], [0.043485, 0.309578, 2.194403], [0.331339, -1.345883, 1.948694], [-1.330017, -0.323923, -1.571632], [1.168239, 1.345494, -0.770839]],
  "forces_ev_per_angstrom": [[2.22, -0.28, 1.69], [0.13, 0.68, -1.37], [-0.87, -0.79, 0.20], [-0.25, -0.61, -0.19], [0.18, 0.20, -1.19], [-0.01, 0.05, 1.66], [-0.42, 0.32, -0.46], [-0.21, 0.64, 0.57], [-0.60, -0.22, -0.33], [-0.12, 0.50, -0.09], [-0.06, -0.49, -0.49]],
  "nbo_charge": [-0.7168, 0.5092, -0.3085, -0.3905, -0.2672, -0.0036, 0.2409, 0.2404, 0.2533, 0.2421, 0.2008],
  "relative_energy_kcal_mol": 16.2,
  "lumo_energy_ev": -0.7,
  "gap_ev": 7.933,
  "total_energy_ev": -17780.33322,
  "multiplicity": 1
}



Entry 3:
{
  "formula": "C5H10NO",
  "method": "ωB97M-V with the def2-TZVPD basis set",
  "symbols": ["C", "C", "C", "O", "C", "C", "N", "H", "H", "H", "H", "H", "H", "H", "H", "H", "H"],
  "positions_angstrom": [[0.647885, 2.164490, -0.339129], [0.583580, 0.874968, -0.224130], [2.152296, 0.244442, 0.447468], [2.259897, -0.913115, 0.625259], [-0.456427, -0.141147, -0.383765], [-1.079343, -0.457204, 0.953156], [0.267938, -1.402689, -1.014182], [-0.138518, 2.872652, -0.397930], [1.654217, 2.624819, -0.144065], [2.687297, 1.141546, 0.908837], [-1.277790, 0.077045, -1.195056], [-2.126217, -0.025191, 1.080300], [-1.324690, -1.526491, 1.009413], [-0.553802, 0.058044, 1.791373], [0.244403, -1.144220, -2.010180], [-0.148835, -2.264311, -0.700626], [1.243127, -1.414726, -0.724895]],
  "forces_ev_per_angstrom": [[1.59, 1.56, 0.88], [4.02, -1.61, 0.40], [-4.15, 2.84, -0.33], [1.31, -0.86, 0.22], [-1.65, -0.41, -1.44], [-2.11, 0.56, 0.90], [-0.47, 2.25, -0.32], [-0.83, 0.35, -0.68], [-1.08, -0.28, -0.14], [0.16, -1.14, -0.70], [1.61, -0.09, 1.60], [1.24, -0.17, -0.73], [0.62, 0.14, 0.70], [0.03, -1.28, -0.48], [-0.15, -1.23, 0.21], [-0.46, -0.49, -0.56], [0.33, -0.12, 0.46]],
  "nbo_charge": [-0.3127, -0.1627, 0.4692, -0.5214, -0.0884, -0.6582, -0.6938, 0.2312, 0.2149, 0.1761, 0.2461, 0.2676, 0.2329, 0.2551, 0.4448, 0.4446, 0.4547],
  "relative_energy_kcal_mol": 69.6,
  "lumo_energy_ev": -3.7,
  "charge": 1,
  "gap_ev": 10.491,
  "total_energy_ev": -8875.56401,
  "multiplicity": 1
}



Question: What is the formula in the first record?
Answer: C14H26CuF3NO9